A) C5H7N3S | the ωB97M-V functional and the def2-TZVPD basis

Results
SMILES: Cc1nnn2c1SCC2
LUMO: 0.0201 Eh
HOMO level: -7.67 eV

Each line ends with the natural charge from an NBO analysis.
Element x y z (Å)
C -1.825 0.226 0.159  0.17
C -0.025 0.287 0.055  -0.05
C 1.503 -1.396 0.392  -0.23
C 2.470 -0.326 -0.119  -0.45
C -2.858 1.248 0.239  -0.65
N -1.999 -1.032 0.163  -0.24
N -0.987 -1.794 0.125  -0.15
N 0.173 -1.029 0.041  -0.21
S 1.431 1.245 0.035  0.26
H 1.657 -2.387 0.009  0.23
H 1.678 -1.429 1.459  0.21
H 3.269 -0.124 0.488  0.22
H 2.744 -0.544 -1.073  0.21
H -3.751 0.783 0.330  0.24
H -2.699 1.838 1.282  0.21
H -2.692 2.032 -0.602  0.23

B) C5H7N3S | the ωB97M-V functional and the def2-TZVPD basis

Results
LUMO: 0.0213 Eh
HOMO level: -8.70 eV

Each line ends with the natural charge from an NBO analysis.
Element x y z (Å)
C -2.044 1.566 0.083  0.14
C -1.475 -0.485 0.096  0.19
C 0.329 0.727 -0.817  -0.19
C 1.092 -0.978 -0.379  -0.27
C 2.008 -0.939 0.866  -0.62
N -3.104 0.831 0.367  -0.25
N -2.740 -0.472 0.324  -0.30
N -0.908 0.737 -0.078  -0.42
S -0.457 -1.854 -0.324  0.28
H -1.899 2.587 0.053  0.20
H 0.925 1.586 -0.462  0.20
H 0.255 0.746 -1.865  0.20
H 1.581 -1.215 -1.215  0.19
H 2.650 -0.195 0.643  0.21
H 2.455 -1.823 1.062  0.22
H 1.333 -0.822 1.646  0.22

The structure with the least stability is A).

A) C3H10N3 | the ωB97M-V functional and the def2-TZVPD basis

Results
LUMO: -0.1440 Eh
Net charge: +1
HOMO level: -14.16 eV

Each line ends with the natural charge from an NBO analysis.
Element x y z (Å)
C 0.442 -1.070 1.534  -0.45
N -0.881 1.343 1.961  -0.77
C -0.776 0.801 0.705  0.34
N -0.281 -0.378 0.402  -0.54
H 0.830 -1.992 1.079  0.23
H -0.295 -1.386 2.277  0.22
H 1.195 -0.438 2.026  0.21
H -1.046 2.354 1.996  0.42
H -0.137 1.075 2.603  0.40
H -1.299 1.383 -0.066  0.20
C 0.729 0.159 -2.750  0.09
N 0.156 -0.815 -2.144  -0.61
H 1.000 1.101 -2.169  0.21
H 0.795 0.145 -3.781  0.20
H -0.245 -1.516 -2.767  0.41
H -0.187 -0.764 -0.906  0.45

B) C3H10N3 | the ωB97M-V functional and the def2-TZVPD basis

Results
LUMO (alpha / beta): -0.1817 / -0.2137 Eh
Net charge: +1
HOMO level (alpha / beta): -12.73 / -12.30 eV

Each line ends with the natural charge from an NBO analysis.
Element x y z (Å)
C -0.252 0.901 0.488  -0.50
C 0.837 1.254 -0.334  0.14
C 1.759 -0.945 0.258  -0.45
N -2.506 0.605 0.097  -0.23
N -2.621 -0.627 -0.270  -0.43
N 1.854 0.372 -0.396  -0.50
H -0.755 1.740 0.944  0.25
H -0.345 -0.002 1.037  0.20
H 1.048 2.136 -0.797  0.22
H 0.892 -1.594 -0.091  0.21
H 2.747 -1.331 -0.001  0.24
H 1.492 -1.001 1.396  0.22
H -2.361 -1.310 0.473  0.40
H -2.643 -1.004 -1.269  0.40
H 2.804 0.715 -0.500  0.42
H -2.679 1.358 -0.618  0.39

C) C3H10N3 | the ωB97M-V functional and the def2-TZVPD basis

Results
LUMO: -0.1295 Eh
Net charge: +1
HOMO level: -14.04 eV

Each line ends with the natural charge from an NBO analysis.
Element x y z (Å)
C -0.860 0.552 -2.261  -0.31
C -1.408 -0.448 -1.559  -0.47
C 1.661 -1.035 1.236  0.32
N 1.185 0.090 0.789  -0.43
N 0.918 -1.987 1.833  -0.80
N -0.069 0.719 0.908  -0.58
H 0.128 0.463 -2.593  0.21
H -1.384 1.432 -2.659  0.22
H -2.401 -0.398 -1.139  0.23
H -0.741 -1.262 -1.486  0.22
H 2.754 -1.171 1.021  0.25
H 1.183 -2.977 2.085  0.45
H -0.033 -1.640 2.149  0.39
H -0.609 0.512 1.772  0.39
H -0.677 0.545 -0.027  0.47
H 0.154 1.707 1.154  0.45

D) C3H10N3 | the ωB97M-V functional and the def2-TZVPD basis

Results
SMILES: N[C@@H]([NH3+])[C@H]1CN1
LUMO: -0.1076 Eh
Net charge: +1
HOMO level: -14.20 eV

Each line ends with the natural charge from an NBO analysis.
Element x y z (Å)
C 1.043 -1.274 1.038  -0.23
C 0.481 0.140 0.816  -0.12
C -0.827 0.239 0.049  0.10
N -1.301 1.543 -0.374  -0.85
N -0.469 -0.228 -1.338  -0.76
N 1.550 -0.370 -0.013  -0.61
H 1.665 -1.356 1.990  0.25
H 0.360 -2.069 0.783  0.22
H 0.636 0.716 1.606  0.23
H -1.758 -0.252 0.578  0.23
H -1.208 2.153 0.408  0.38
H -2.205 1.672 -0.748  0.40
H -0.807 -1.067 -1.794  0.44
H -0.211 0.531 -1.963  0.45
H 2.440 0.111 0.164  0.42
H 0.612 -0.490 -1.201  0.45

The structure with the least stability is B).

A) C3H10N3 | the ωB97M-V functional and the def2-TZVPD basis

Results
SMILES: CN(C=[NH2+])CN
LUMO: -0.1324 Eh
Net charge: +1
HOMO level: -14.35 eV

Each line ends with the natural charge from an NBO analysis.
Element x y z (Å)
C 1.232 -0.355 -0.155  -0.04
C -1.313 -0.156 0.286  0.39
C 0.147 1.469 1.200  -0.44
N -0.035 0.285 0.436  -0.37
N 0.894 -0.849 -1.479  -0.86
N -1.513 -1.357 -0.306  -0.76
H 1.563 -1.107 0.535  0.23
H -2.176 0.293 0.747  0.24
H 0.979 2.160 1.027  0.25
H -0.764 2.055 0.913  0.22
H 0.078 1.171 2.278  0.23
H -0.620 -1.634 -0.793  0.44
H 1.631 -1.500 -1.810  0.42
H 0.617 -0.038 -2.019  0.40
H -2.366 -1.943 -0.523  0.46
H 1.847 0.639 -0.154  0.20

B) C3H10N3 | the ωB97M-V functional and the def2-TZVPD basis

Results
SMILES: NC[C@@H](N)C=[NH2+]
LUMO: -0.2794 Eh
Net charge: +1
HOMO level: -13.47 eV

Each line ends with the natural charge from an NBO analysis.
Element x y z (Å)
C -1.154 0.707 -0.064  0.51
C -0.194 -0.359 -0.126  -0.21
N -0.298 -1.368 1.009  -0.74
N -1.837 1.061 -1.201  -0.84
H -0.948 1.590 0.557  0.20
H -0.313 -0.917 -1.048  0.25
H -1.064 -1.995 0.772  0.38
H -0.650 -0.825 1.800  0.36
H -1.543 1.992 -1.510  0.43
H -2.859 1.051 -1.147  0.46
C 1.267 0.240 -0.046  -0.16
N 2.227 -0.818 0.041  -0.80
H 1.235 0.949 0.793  0.18
H 1.370 0.853 -0.946  0.20
H 2.980 -0.532 0.654  0.39
H 1.781 -1.628 0.461  0.39

The structure with the least stability is B).

A) C3H10N3 | the ωB97M-V functional and the def2-TZVPD basis

Results
LUMO: -0.1315 Eh
Net charge: +1
HOMO level: -13.73 eV

Each line ends with the natural charge from an NBO analysis.
Element x y z (Å)
C 1.239 -0.203 -0.506  0.45
C 2.258 0.400 -0.007  -0.08
C 0.410 2.120 0.476  -0.07
N 1.071 1.113 0.052  -0.20
N 0.510 -1.054 -1.129  -0.75
N -2.680 -0.265 -0.475  -1.15
H 1.073 -1.706 1.654  -0.06
H 3.095 0.256 0.698  0.28
H 1.189 -1.963 2.406  0.06
H 1.015 2.819 0.982  0.23
H -0.613 2.155 0.147  0.23
H 0.846 -1.900 -1.550  0.44
H -2.856 0.599 -1.052  0.39
H -3.227 -0.193 0.390  0.39
H -2.809 -1.186 -0.933  0.39
H -0.522 -0.991 -1.154  0.46

B) C3H10N3 | the ωB97M-V functional and the def2-TZVPD basis

Results
LUMO (alpha / beta): -0.1802 / -0.1660 Eh
Net charge: +1
HOMO level (alpha / beta): -11.41 / -11.99 eV

Each line ends with the natural charge from an NBO analysis.
Element x y z (Å)
C 0.731 -0.695 -0.762  -0.28
C -1.300 0.249 0.420  0.20
C -0.170 0.496 -0.578  -0.18
N 1.620 -0.848 0.492  -0.71
N -2.297 -0.523 -0.023  -0.68
N 0.667 1.584 -0.141  -0.83
H 0.086 -1.659 -0.978  0.17
H -1.170 0.191 1.486  0.20
H -0.734 0.612 -1.526  0.20
H 2.461 -1.397 0.434  0.43
H 1.156 -1.214 1.250  0.40
H -2.878 -1.248 0.551  0.45
H -2.254 -0.590 -1.033  0.41
H 0.195 2.164 0.431  0.37
H 1.013 2.063 -0.897  0.39
H 1.867 0.115 0.543  0.46

C) C3H10N3 | the ωB97M-V functional and the def2-TZVPD basis

Results
LUMO: -0.1893 Eh
Net charge: +1
HOMO level: -12.81 eV

Each line ends with the natural charge from an NBO analysis.
Element x y z (Å)
C 0.951 -1.270 0.792  -0.45
C -0.635 -1.849 2.557  0.13
N -0.370 -1.284 1.454  -0.37
H 1.004 -0.342 0.223  0.28
H 1.067 -2.153 0.172  0.25
H 1.706 -1.248 1.571  0.24
H 0.140 -2.429 3.044  0.23
H -1.618 -1.746 2.996  0.24
H -1.109 -0.730 1.025  0.44
N 0.274 1.143 -2.656  -0.80
C -0.432 1.569 -1.566  0.28
N 0.125 1.822 -0.447  -0.77
H -0.189 0.533 -3.310  0.40
H 1.251 0.941 -2.497  0.39
H -1.485 1.749 -1.792  0.16
H -0.564 2.237 0.176  0.35

The structure with the least stability is A).

A) C2H2OS3 | the ωB97M-V functional and the def2-TZVPD basis

Results
SMILES: OC(=S)C(=S)S
LUMO: -0.0546 Eh
HOMO level: -8.93 eV

Each line ends with the natural charge from an NBO analysis.
Element x y z (Å)
C 0.862 0.108 -0.255  -0.42
C -0.551 -0.338 -0.110  0.18
H 0.321 2.263 0.674  0.14
H -1.496 -1.847 0.527  0.51
O -0.632 -1.511 0.403  -0.62
S 1.353 1.761 -0.052  0.16
S 1.988 -1.002 -0.575  0.13
S -1.844 0.568 -0.612  -0.08

B) C2H2OS3 | the ωB97M-V functional and the def2-TZVPD basis

Results
LUMO (alpha / beta): -0.0573 / -0.0529 Eh
HOMO level (alpha / beta): -8.86 / -8.50 eV

Each line ends with the natural charge from an NBO analysis.
Element x y z (Å)
C -0.435 0.994 -0.077  -0.44
C -0.985 -0.214 0.057  -0.32
O 1.515 0.146 -1.386  -0.80
S 1.384 1.047 -0.241  0.96
S 1.176 -1.659 1.450  -0.24
S 0.251 -1.565 -0.340  0.34
H -1.011 1.937 0.087  0.24
H -1.894 -0.687 0.451  0.26

The structure with the least stability is B).